--- one ---
The molecule C20H19N3O3S. Source: the OMol25 dataset; level of theory: ωB97M-V/def2-TZVPD.

HOMO-LUMO gap, eV: 8.809
LUMO, eV: 0.552
E_HOMO, eV: -8.26

```
! RIJCOSX wB97M-V def2-TZVPD def2/J DEFGRID3
* xyz 0 1
C 0.12331 -3.58109 -3.15727
C 0.72572 -4.35929 -1.99174
O 1.59536 -3.56919 -1.20251
C 1.08705 -2.65911 -0.33646
C -0.26126 -2.46899 -0.04877
C -0.65415 -1.50848 0.86509
C 0.28789 -0.71105 1.49646
N -0.12314 0.30923 2.39920
C 0.56912 0.63238 3.55724
O 1.60527 0.13778 3.91096
C -0.22024 1.69808 4.28588
C -1.31757 2.10356 3.31728
S -1.10441 3.80272 2.65181
C 0.35760 3.62660 1.56504
C 0.02802 2.93040 0.29914
N -0.94924 3.25290 -0.49113
C -0.92252 2.34329 -1.51521
C -1.74753 2.21230 -2.62601
C -1.47429 1.18551 -3.50413
C -0.41073 0.30381 -3.29819
C 0.41950 0.41253 -2.20059
C 0.14767 1.44055 -1.31440
N 0.74251 1.84592 -0.14586
C -1.27306 1.07227 2.20895
O -2.06748 0.92589 1.32417
C 1.64062 -0.90271 1.22500
C 2.03121 -1.86861 0.32481
H -0.48988 -2.75681 -2.80087
H 0.91892 -3.17548 -3.77756
H -0.49056 -4.24404 -3.76068
H -0.05935 -4.80742 -1.37103
H 1.36417 -5.16229 -2.37044
H -1.02481 -3.06385 -0.52267
H -1.70296 -1.37546 1.07072
H -0.61924 1.26591 5.20549
H 0.42829 2.52702 4.57228
H -2.31402 2.13925 3.75848
H 1.15466 3.11960 2.11102
H 0.64811 4.65997 1.37080
H -2.56780 2.89377 -2.78077
H -2.09535 1.05393 -4.37802
H -0.23389 -0.47986 -4.02027
H 1.23969 -0.27023 -2.03669
H 1.54336 1.41639 0.28734
H 2.38984 -0.31691 1.73428
H 3.07560 -2.03070 0.10985
*
```

Atom charges from the natural (NBO) analysis, given in e for atoms 1 to 2: C -0.643; C -0.065

--- two ---
The molecule C20H19N3O3S. Source: the OMol25 dataset; level of theory: ωB97M-V/def2-TZVPD.

HOMO-LUMO gap, eV: 9.292
LUMO, eV: 0.481
E_HOMO, eV: -8.81

```
! RIJCOSX wB97M-V def2-TZVPD def2/J DEFGRID3
* xyz 0 1
C 0.88195 3.19536 -2.08570
C 1.83259 2.41454 -1.23345
C 1.48340 2.05837 0.06586
C 2.34139 1.30544 0.84731
C 3.55383 0.90567 0.32164
S 4.59394 -0.22690 1.23110
O 4.19946 -0.25902 2.60414
O 5.97318 -0.02566 0.90622
N 4.18235 -1.69528 0.49410
C 2.83440 -1.93783 0.24071
C 1.91334 -1.78452 1.27505
C 0.56415 -1.94383 1.03493
C 0.10607 -2.26938 -0.23992
C -1.33631 -2.41355 -0.58638
O -1.71838 -3.03448 -1.56305
N -2.19589 -1.80396 0.26232
C -3.60775 -1.73056 -0.01148
C -4.17953 -0.42934 0.47902
C -5.50747 -0.08946 0.23249
C -5.98792 1.11034 0.72476
C -5.13243 1.93102 1.44671
C -3.82989 1.50417 1.63764
N -3.36467 0.35821 1.16896
C 1.03698 -2.48086 -1.25349
C 2.38635 -2.31061 -1.02419
C 3.92758 1.25373 -0.96107
C 3.06862 2.01524 -1.73303
H 0.17483 2.51572 -2.56187
H 1.41039 3.73544 -2.86689
H 0.31353 3.90216 -1.48625
H 0.52897 2.36922 0.46409
H 2.09264 1.03006 1.85895
H 4.80283 -1.89017 -0.27779
H 2.27994 -1.53559 2.25757
H -0.12691 -1.83628 1.85745
H -1.87745 -1.12652 0.94071
H -4.13442 -2.56104 0.48108
H -3.76263 -1.84660 -1.09109
H -6.14075 -0.75588 -0.33246
H -7.01290 1.40337 0.55026
H -5.46877 2.87336 1.84895
H -3.11756 2.10020 2.19365
H 0.67381 -2.76676 -2.22915
H 3.09984 -2.46036 -1.82198
H 4.89010 0.93621 -1.33093
H 3.35516 2.29663 -2.73554
*
```

Atom charges from the natural (NBO) analysis, given in e for atoms 1 to 2: C -0.632; C 0.013

The energy of each structure relative to the most stable one, in kJ/mol, is as follows: one 0.0; two 84.9.

--- one ---
The molecule C7H17NO2. Source: the OMol25 dataset; level of theory: ωB97M-V/def2-TZVPD.

HOMO-LUMO gap, eV: 9.753
LUMO, eV: 1.045
E_HOMO, eV: -8.71

```
! RIJCOSX wB97M-V def2-TZVPD def2/J DEFGRID3
* xyz 0 1
C 3.59455 -0.47356 0.15276
C 2.49312 0.53169 -0.14411
O 1.24768 -0.09857 0.09935
C 0.12705 0.81006 0.34448
C -0.09549 0.99936 1.86744
N 0.82657 1.98134 2.49987
C 0.40053 2.38236 3.86192
O -1.04652 0.17758 -0.19160
C -1.06982 -0.05061 -1.63682
C -2.19418 -1.01196 -1.90946
H 3.59201 -0.71631 1.24648
H 4.56971 -0.06103 -0.05493
H 3.48709 -1.37650 -0.45671
H 2.69193 1.42870 0.48970
H 2.55832 0.86350 -1.17852
H 0.28047 1.78951 -0.14150
H 0.09868 0.03780 2.39195
H -1.12733 1.30367 2.02540
H 1.77854 1.63656 2.44617
H 0.46106 1.53598 4.54297
H 1.08496 3.18021 4.18494
H -0.61679 2.76804 3.95404
H -0.12603 -0.47430 -1.98720
H -1.25238 0.88542 -2.16188
H -2.24779 -1.21312 -2.98183
H -2.06514 -1.94830 -1.34912
H -3.16304 -0.59974 -1.62603
*
```

Atom charges from the natural (NBO) analysis, given in e for atoms 1 to 2: C -0.618; C -0.066

--- two ---
A cluster of 2 separate species, C7H17NO2 in total. Source: the OMol25 dataset; level of theory: ωB97M-V/def2-TZVPD.

HOMO-LUMO gap, eV: 10.126
LUMO, eV: 0.613
E_HOMO, eV: -9.51

```
! RIJCOSX wB97M-V def2-TZVPD def2/J DEFGRID3
* xyz 0 1
C 0.33539 3.63204 2.57450
C -1.07413 3.28378 2.11081
C -1.14733 1.90762 1.45292
C -2.57533 1.44818 1.10727
C -3.22317 2.31616 0.03097
C -2.59884 -0.03311 0.75986
O -3.01534 -0.42675 -0.31907
O -1.84237 -0.99740 1.50390
H 0.37091 4.63323 3.02742
H 0.69129 2.90835 3.32359
H 1.04321 3.61776 1.73216
H -1.76111 3.30610 2.97256
H -1.42804 4.05512 1.41059
H -0.53738 1.89373 0.53471
H -0.69894 1.18758 2.15571
H -3.18751 1.57046 2.01649
H -4.25530 1.99517 -0.16151
H -3.29626 3.36071 0.35985
H -2.64247 2.27060 -0.90090
H -1.63742 -0.59132 2.42073
C -4.09859 -0.78153 4.11631
N -2.77143 -0.34503 3.68527
H -4.20494 -0.77658 5.21045
H -4.86554 -0.12398 3.68738
H -4.28047 -1.80194 3.75644
H -2.52834 0.56958 4.05410
H -2.08558 -1.18416 3.80001
*
```

Atom charges from the natural (NBO) analysis, given in e for atoms 1 to 2: C -0.602; C -0.396

The energy of each structure relative to the most stable one, in kJ/mol, is as follows: one 46.6; two 0.0.

--- one ---
The molecule C5H4S. Source: the OMol25 dataset; level of theory: ωB97M-V/def2-TZVPD.

HOMO-LUMO gap, eV: 6.663
LUMO, eV: -2.067
E_HOMO, eV: -8.73

```
! RIJCOSX wB97M-V def2-TZVPD def2/J DEFGRID3
* xyz 0 1
S -1.96482 -0.00645 -0.12054
C -0.25073 0.22746 0.23064
C 0.38442 -1.11474 0.24376
C 1.64178 -0.89694 -0.11563
C 1.83668 0.51921 -0.28302
C 0.67556 1.29718 0.23713
H 0.01401 -2.17538 0.27740
H 2.45661 -1.50582 -0.18941
H 2.80622 1.15390 -0.09716
H 0.43399 2.43766 0.06042
*
```

Atom charges from the natural (NBO) analysis, given in e for atoms 1 to 2: S 0.059; C -0.085

--- two ---
The molecule C5H4S. Source: the OMol25 dataset; level of theory: ωB97M-V/def2-TZVPD.

HOMO-LUMO gap, eV: 8.864
LUMO, eV: 0.970
E_HOMO, eV: -7.89

```
! RIJCOSX wB97M-V def2-TZVPD def2/J DEFGRID3
* xyz 0 1
S -3.12991 -0.40225 0.09078
C -1.82935 0.76021 -0.20835
C -0.52154 0.50360 0.02983
C 0.73948 0.15105 0.14231
C 1.89479 -0.41047 -0.54332
C 2.25155 -0.07163 0.67358
H -2.34258 -1.44460 0.35188
H -2.18315 1.70845 -0.57098
H 2.21990 -0.84525 -1.46284
H 2.90081 0.05090 1.49710
*
```

Atom charges from the natural (NBO) analysis, given in e for atoms 1 to 2: S 0.014; C -0.401

The energy of each structure relative to the most stable one, in kJ/mol, is as follows: one 0.0; two 99.9.

--- one ---
A structure of composition C40H47BrN4O8SSiW. Source: the OMol25 dataset; level of theory: ωB97M-V/def2-TZVPD.

HOMO-LUMO gap (spin up / spin down), eV: 6.324 / 6.323
LUMO (spin up / spin down), eV: -1.497 / -1.498
E_HOMO (spin up / spin down), eV: -7.82 / -7.82

```
! RIJCOSX wB97M-V def2-TZVPD def2/J DEFGRID3
* xyz 0 1
W -0.18182 -0.25700 -0.20815
O 3.91390 4.01589 1.78875
C 3.11613 3.21779 1.40364
C 3.16952 1.68567 1.57798
O 4.03071 1.04570 2.12303
C 1.95095 1.24687 0.92047
C 1.23353 2.23219 0.31517
O 0.17784 1.90311 -0.33481
C 1.78678 3.55096 0.67151
O 1.28024 4.63504 0.53724
O 1.40899 0.03672 0.84481
C -2.73349 -0.71046 3.93697
Si -2.28034 -1.59436 2.30231
C -2.31548 -3.45098 2.52573
C -3.93010 -1.29548 1.45709
N -0.63578 -1.25341 1.52624
C 0.38697 -1.84359 2.38896
C 0.16953 -1.83679 3.77342
C 0.95355 -2.45412 4.72698
C 2.06152 -3.16287 4.31314
C 2.35110 -3.17415 2.96567
C 1.57556 -2.50828 2.01102
O 1.95088 -2.56663 0.69172
C 3.11309 -3.26088 0.38277
C 4.35301 -2.70410 0.64954
C 5.49123 -3.44239 0.36030
C 5.38647 -4.71862 -0.17970
C 4.13460 -5.26011 -0.43674
C 2.98865 -4.52977 -0.15247
H -3.69135 -0.20113 3.79997
H -2.02065 0.02298 4.29862
H -2.88527 -1.46908 4.71218
H -3.25795 -3.75667 2.98698
H -1.49796 -3.84324 3.12811
H -2.25068 -3.91728 1.53823
H -4.60643 -1.49787 2.29254
H -4.17325 -2.00268 0.67121
H -4.12755 -0.27817 1.12233
H -0.66069 -1.29697 4.16356
H 0.67988 -2.37588 5.77065
H 2.69621 -3.69386 5.00959
H 3.21934 -3.71785 2.63555
H 4.41509 -1.71725 1.09335
H 6.46569 -3.01627 0.56228
H 6.27931 -5.29005 -0.39729
H 4.04675 -6.25458 -0.85477
H 1.99835 -4.92576 -0.33658
O -5.43775 -0.28670 -2.20042
C -4.29527 0.03533 -1.57000
C -4.06214 1.34988 -1.10231
C -2.88680 1.66703 -0.48485
N -2.00314 0.66511 -0.30691
C -2.20312 -0.53900 -0.75605
Br -0.24365 -2.67138 -1.21736
C -3.34277 -0.95456 -1.40579
H -6.01025 0.48319 -2.28986
H -4.80636 2.12281 -1.24908
H -2.64016 2.64934 -0.10930
H -3.47344 -1.95770 -1.78351
C 3.09474 -2.11692 -2.70159
C 3.38479 -0.61948 -2.76960
C 3.69722 -0.00539 -1.41944
C 2.32971 0.12549 -3.57444
C 2.81061 0.50231 -4.83143
C 2.05690 1.17946 -5.75858
C 0.75745 1.47140 -5.41882
C 0.19665 1.11437 -4.19423
C -1.27503 1.46297 -4.10053
C -1.53123 2.61964 -3.14783
C -2.10884 0.19570 -3.91882
C 0.99269 0.44645 -3.23076
O 0.45545 0.04717 -2.00431
H 3.97497 -2.65820 -2.34840
H 2.82916 -2.50171 -3.68842
H 2.26733 -2.32962 -2.02737
H 4.29581 -0.49869 -3.35756
H 2.97223 -0.29813 -0.67332
H 3.72884 1.08404 -1.48930
H 4.67096 -0.34560 -1.07188
H 3.83429 0.24516 -5.07152
H 2.46500 1.46031 -6.72002
H 0.12516 1.99123 -6.12780
H -1.54226 1.84790 -5.08654
H -2.59244 2.88217 -3.13382
H -1.19361 2.41185 -2.14469
H -0.97216 3.49455 -3.48582
H -1.78061 -0.39358 -3.06323
H -1.99522 -0.43882 -4.79928
H -3.17150 0.42795 -3.80994
C -4.04410 4.28815 3.36963
N -3.15983 3.18905 3.00988
C -1.90516 3.21935 2.49149
S -0.94068 1.84019 2.64068
N -1.45316 4.28860 1.82184
C -2.06852 5.57331 1.53529
H -4.96621 3.84749 3.74178
H -4.29952 4.90692 2.51437
H -3.62609 4.91916 4.15743
H -3.29641 2.33714 3.53026
H -0.53968 4.15552 1.41547
H -2.92891 5.48278 0.86846
H -1.31456 6.17078 1.02885
H -2.36592 6.09989 2.44020
*
```

Atom charges from the Mulliken analysis, given in e for atoms 1 to 2: W 0.842; O -0.526

--- two ---
A structure of composition C40H47BrN4O8SSiW. Source: the OMol25 dataset; level of theory: ωB97M-V/def2-TZVPD.

HOMO-LUMO gap (spin up / spin down), eV: 6.533 / 6.533
LUMO (spin up / spin down), eV: -1.455 / -1.456
E_HOMO (spin up / spin down), eV: -7.99 / -7.99

```
! RIJCOSX wB97M-V def2-TZVPD def2/J DEFGRID3
* xyz 0 1
W 0.04954 0.64575 -0.40071
O -4.29470 -2.51399 -3.74300
C -3.50741 -1.86556 -3.12045
C -1.96990 -1.95852 -3.21733
O -1.35450 -2.75681 -3.89020
C -1.51195 -0.93970 -2.30054
C -2.51885 -0.34146 -1.59479
O -2.20046 0.49586 -0.69436
C -3.84433 -0.81036 -2.04619
O -4.93488 -0.47622 -1.66682
O -0.29262 -0.53724 -1.95911
C 0.86010 -3.54251 1.63910
Si -0.20903 -2.75611 0.28478
C -1.81261 -3.69874 0.06451
C 0.82590 -3.05666 -1.22982
N -0.54910 -1.03601 0.68109
C -1.24511 -0.81599 1.89150
C -1.53530 -1.82238 2.82691
C -2.23070 -1.58234 4.00047
C -2.67976 -0.31064 4.30488
C -2.42302 0.71380 3.40993
C -1.72963 0.45344 2.24297
O -1.45134 1.47671 1.34221
C -2.29762 2.60852 1.36214
C -1.88714 3.71567 2.08100
C -2.69714 4.84231 2.10942
C -3.90905 4.84283 1.43610
C -4.31832 3.70734 0.75114
C -3.51870 2.57474 0.71201
H 1.32929 -4.42457 1.19445
H 0.35377 -3.87525 2.54320
H 1.67567 -2.87456 1.92731
H -1.58698 -4.76294 -0.04882
H -2.30938 -3.37700 -0.85324
H -2.52337 -3.58794 0.88176
H 1.13085 -4.10643 -1.16002
H 1.72913 -2.44493 -1.23236
H 0.29682 -2.93233 -2.17245
H -1.22518 -2.83245 2.63660
H -2.42585 -2.40860 4.67173
H -3.23398 -0.11273 5.21184
H -2.77819 1.71521 3.60657
H -0.95922 3.68729 2.63053
H -2.38029 5.71419 2.66669
H -4.53973 5.72182 1.45505
H -5.27021 3.69601 0.23692
H -3.82673 1.68625 0.18458
O 2.21260 3.64820 3.94483
C 1.85133 2.68217 3.07792
C 2.00321 1.31651 3.40478
C 1.61365 0.36697 2.50225
N 1.12492 0.81467 1.33718
C 0.94964 2.05910 1.00856
Br -0.68475 2.68319 -1.68636
C 1.31823 3.08036 1.86231
H 2.55960 3.26279 4.75735
H 2.41785 1.02411 4.36091
H 1.68521 -0.69908 2.65768
H 1.19520 4.12598 1.62674
C 4.09866 1.98977 0.47064
C 3.86303 2.80027 -0.80258
C 2.84404 3.93892 -0.74882
C 3.66662 1.92438 -2.02438
C 4.59646 2.16023 -3.03180
C 4.60075 1.46240 -4.22144
C 3.66919 0.46792 -4.38869
C 2.72130 0.15736 -3.41426
C 1.83743 -1.02006 -3.75007
C 2.66758 -2.27221 -4.04491
C 0.90492 -0.68477 -4.91480
C 2.68451 0.92667 -2.23847
O 1.69605 0.70164 -1.26343
H 4.22351 2.65225 1.32998
H 5.01136 1.40193 0.35944
H 3.30547 1.28029 0.68198
H 4.81612 3.30211 -0.98435
H 1.81327 3.60027 -0.72076
H 2.94881 4.54816 -1.64863
H 3.03597 4.58090 0.11396
H 5.34030 2.92929 -2.86488
H 5.32906 1.68145 -4.99112
H 3.66617 -0.11149 -5.30224
H 1.22285 -1.23733 -2.89669
H 3.23269 -2.18510 -4.97449
H 2.00612 -3.13625 -4.13549
H 3.38513 -2.45396 -3.23996
H 1.46676 -0.47194 -5.82764
H 0.29951 0.19413 -4.68234
H 0.23484 -1.52109 -5.10942
C 3.79914 -5.39699 -0.48839
N 4.04312 -3.96514 -0.57068
C 4.22722 -3.10979 0.45279
S 3.90672 -1.46988 0.25813
N 4.67585 -3.59005 1.63786
C 5.55380 -4.74110 1.80985
H 3.26006 -5.69103 -1.38606
H 3.17957 -5.64222 0.37570
H 4.72006 -5.97682 -0.44399
H 3.68858 -3.49997 -1.39113
H 4.80797 -2.83948 2.29551
H 5.00757 -5.68164 1.83111
H 6.05935 -4.63087 2.76599
H 6.31209 -4.78473 1.02556
*
```

Atom charges from the Mulliken analysis, given in e for atoms 1 to 2: W -0.765; O -0.541

The energy of each structure relative to the most stable one, in kJ/mol, is as follows: one 132.6; two 0.0.